1.
ORCA calculation (ωB97M-V/def2-TZVPD) on a molecular structure, C17H14Br2O2Os in a non-equilibrium geometry.

Positions of all 36 atoms, in Å:
C1 0.719164 -2.938653 -0.889032
C2 1.452640 -1.720485 -0.801003
C3 1.154205 -1.136998 0.447703
H1 2.056601 -1.293017 -1.601663
C4 0.180276 -1.927911 1.134515
C5 -0.034693 -3.081938 0.340463
H2 -0.676224 -3.898904 0.632786
H3 0.661811 -3.592014 -1.759884
H4 1.601266 -0.262122 0.874382
H5 -0.264448 -1.711981 2.115395
Os1 -1.035362 -1.719069 -0.956842
Br1 0.146027 -0.062536 -3.097257
C6 -3.052058 -1.462963 -1.340430
C7 -2.840492 -2.668136 -0.605514
C8 -2.094457 -3.561637 -1.457119
H6 -3.317683 -2.970792 0.321035
C9 -1.763992 -2.870353 -2.639457
C10 -2.355137 -1.582022 -2.550214
H7 -2.286329 -0.802560 -3.294057
H8 -3.541849 -0.568313 -0.999853
H9 -1.872680 -4.604550 -1.254873
H10 -1.175099 -3.230783 -3.463839
Br2 0.246684 1.594942 3.676940
C11 1.066320 2.852624 2.491368
C12 1.716652 3.955132 3.051064
C13 2.310257 4.911984 2.215698
C14 2.233074 4.753875 0.816184
C15 1.664296 3.618415 0.250463
C16 0.937945 2.761641 1.094714
C17 -0.004708 1.740427 0.534330
O1 0.434045 1.206667 -0.525829
O2 -1.062578 1.470460 1.154718
H11 1.682296 4.105989 4.125915
H12 2.762726 5.819013 2.635725
H13 2.590423 5.520589 0.134946
H14 1.761080 3.355978 -0.811480

Force components x, y, z for each atom (eV/Å):
C 0.8605 -1.2172 0.1212
C -0.3177 0.0037 0.1770
C 0.4227 -0.4761 1.0582
H -0.1671 -0.2220 0.5145
C 0.2888 0.5790 -0.3617
C 0.5263 -0.9910 0.1323
H 0.3377 -0.1462 -0.0280
H 0.5348 -0.0337 0.5866
H 0.0168 0.1776 -0.1381
H 0.2966 -0.1340 -0.6676
Os 4.7485 4.0891 1.9419
Br 0.1565 0.3681 0.1374
C -2.1105 0.0793 -0.0457
C -1.3824 -0.9566 -0.0209
C -1.9931 -2.0829 -1.0820
H 0.2859 0.3616 -0.0293
C -0.4068 -0.9321 0.0484
C -1.8892 0.9327 -2.0934
H -0.0920 -0.2331 0.0882
H -0.2263 0.0054 0.1213
H 0.1029 0.3009 0.0802
H 0.1112 0.0077 -0.0330
Br 0.4691 0.3948 0.0417
C -0.3940 0.7123 -0.1641
C 0.1695 0.0881 -0.3234
C -0.7036 -0.0652 -0.6110
C 0.4224 -0.0528 0.2257
C -0.4295 -0.1595 0.5816
C 0.8271 -0.3614 0.3490
C -3.0578 -0.7020 2.1120
O 0.7929 0.4187 -1.2271
O 1.8701 0.4942 -1.9279
H 0.2299 -0.1649 -0.1447
H -0.2219 -0.4901 -0.1443
H 0.3490 -0.0943 0.2754
H -0.4271 0.5017 0.4498

Its largest force on an atom is 6.6 eV Å⁻¹. Its charge is 0. The HOMO energy (alpha / beta) is -5.67 / -8.48 eV. Its spin multiplicity is 5. Its expectation value of S² is 6.028. The value obtained for the energy above the lowest of the compared OMol25 structures with the same formula, charge and spin is 253.0 kJ/mol.

2.
ORCA calculation (ωB97M-V/def2-TZVPD) on a molecular structure, C4H7NO in a non-equilibrium geometry.

Positions of all 13 atoms, in Å:
C1 1.075124 0.153617 0.535870
C2 0.168185 -0.569606 -0.458540
O1 0.037452 -1.969276 -0.289029
C3 -1.203883 0.054606 -0.216852
C4 -0.913312 1.460565 -0.006697
N1 -0.887824 2.617718 0.088549
H1 2.113521 0.075015 0.267116
H2 0.783999 1.534359 0.600337
H3 0.925021 -0.234853 1.548854
H4 0.502788 -0.331202 -1.479298
H5 0.927936 -2.346133 -0.284151
H6 -1.631685 -0.354530 0.701620
H7 -1.917905 -0.080068 -1.019023

Force components x, y, z for each atom (eV/Å):
C 0.0725 2.9061 0.6370
C -0.0920 0.7931 0.0999
O 0.4817 0.1484 0.1652
C 0.3723 -0.2418 0.1823
C -2.3899 2.5743 -0.4999
N -0.1422 -1.1579 -0.1550
H 0.5084 -0.0610 -0.0080
H 1.5890 -4.8985 -0.1813
H -0.0150 0.0869 -0.1134
H -0.1139 -0.0903 0.1145
H -0.2364 -0.0224 -0.0120
H 0.0550 -0.0501 -0.0238
H -0.0894 0.0131 -0.2055

Its largest force on an atom is 5.2 eV Å⁻¹. Its charge is 0. The HOMO energy is -10.35 eV. Its spin multiplicity is 1. The value obtained for the energy above the lowest of the compared OMol25 structures with the same formula, charge and spin is 261.4 kJ/mol.

3.
ORCA calculation (ωB97M-V/def2-TZVPD) on 3 unconnected molecules or ions with the total composition C40H41F2I2N3O6S3 in a non-equilibrium geometry.

Positions of all 97 atoms, in Å:
C1 -0.324385 -3.685824 0.258376
C2 -0.413538 -2.986213 -1.075970
I1 -1.612545 -4.191465 -2.413405
C3 0.870249 -2.625866 -1.826460
I2 2.259194 -4.262737 -1.994415
C4 1.520854 -1.318653 -1.433819
C5 1.290180 -0.254529 -2.324737
C6 1.829128 1.021486 -2.134178
C7 1.491659 2.114049 -3.113676
C8 0.607788 3.235953 -2.500243
C9 -0.906368 3.077168 -2.691348
S1 -1.644582 2.882389 -1.058939
C10 -3.302175 2.447845 -1.464093
S2 -4.050425 3.010805 -2.796531
N1 -3.852833 1.601572 -0.501466
C11 -5.100515 0.978173 -0.894160
C12 -5.027282 -0.285848 -1.455314
C13 -6.189212 -0.953485 -1.823513
C14 -7.431607 -0.355536 -1.616414
C15 -7.498614 0.923367 -1.066668
C16 -6.332583 1.590550 -0.697627
C17 -3.918797 2.175300 0.824654
C18 -3.887938 3.549439 1.048760
C19 -3.981771 4.033812 2.351125
C20 -4.112010 3.159699 3.427566
C21 -4.143157 1.786831 3.196885
C22 -4.041744 1.295372 1.899365
C23 2.655599 1.245267 -1.027373
C24 3.266527 2.602309 -0.794440
C25 2.914469 3.273570 0.555993
C26 4.084040 3.562171 1.499523
N2 4.326012 5.007739 1.636018
C27 2.894291 0.193246 -0.128661
C28 2.310904 -1.066328 -0.305476
S3 2.540440 -2.328567 0.904295
C29 4.082562 -1.866016 1.601586
C30 4.863125 -2.844694 2.217101
C31 6.059435 -2.507092 2.843749
C32 6.470280 -1.176085 2.841066
C33 5.705193 -0.204647 2.202808
C34 4.504638 -0.540112 1.575965
N3 3.741211 0.486778 0.970107
H1 0.327648 -4.550430 0.238368
H2 -1.313743 -4.033946 0.536951
H3 -0.033270 -2.979782 1.028370
H4 -0.967530 -2.062319 -0.937663
H5 0.590604 -2.504041 -2.859699
H6 0.660820 -0.431957 -3.183342
H7 2.394412 2.576643 -3.497709
H8 0.955157 1.672631 -3.945004
H9 0.931686 4.202269 -2.870705
H10 0.809585 3.246344 -1.431813
H11 -1.175183 2.246226 -3.332696
H12 -1.318784 3.968946 -3.144487
H13 -4.070173 -0.750660 -1.604251
H14 -6.138928 -1.946021 -2.242288
H15 -8.347156 -0.842697 -1.870671
H16 -8.450072 1.405948 -0.915529
H17 -6.392067 2.574108 -0.260098
H18 -3.807211 4.235246 0.222097
H19 -3.973478 5.097060 2.526771
H20 -4.204202 3.526631 4.436071
H21 -4.251615 1.092616 4.013181
H22 -4.068913 0.234065 1.712508
H23 4.353128 2.516249 -0.882226
H24 2.966416 3.270483 -1.588439
H25 2.400223 4.210663 0.374777
H26 2.215612 2.620890 1.068487
H27 3.902279 3.115923 2.469927
H28 4.978735 3.063304 1.113925
H29 4.915752 5.159418 2.445696
H30 4.901078 5.311236 0.858839
H31 4.529675 -3.870604 2.214476
H32 6.646646 -3.267215 3.329740
H33 7.385168 -0.891784 3.334674
H34 6.037728 0.822871 2.213727
H35 4.410754 1.171295 0.649594
O1 -10.911082 -1.326442 -2.082357
C35 -10.585921 -1.829874 -3.101245
O2 -9.581241 -2.730970 -3.236956
C36 -9.590844 -3.205021 -4.588963
C37 -10.305846 -2.084170 -5.315030
F1 -11.044654 -2.532981 -6.356994
O3 -11.163846 -1.581134 -4.308981
H36 -10.162808 -4.131694 -4.646923
H37 -8.577083 -3.376847 -4.938377
H38 -9.656493 -1.280908 -5.666496
O4 7.906967 -5.017286 4.182972
C38 8.868170 -4.414215 4.515540
O5 9.331346 -3.293739 3.911286
C39 10.416321 -2.774164 4.686179
C40 10.876204 -4.005065 5.441472
F2 11.348427 -3.709842 6.674506
O6 9.676863 -4.746571 5.558990
H39 10.044347 -2.015432 5.375923
H40 11.176169 -2.345118 4.040147
H41 11.618510 -4.609325 4.917753

Force components x, y, z for each atom (eV/Å):
C -0.4830 0.0182 0.0878
C 0.1361 -0.2069 0.0050
I -0.1490 0.0409 0.0170
C 0.1459 0.1423 0.1879
I 0.0527 -0.0911 -0.1410
C 0.0867 0.6188 -0.2324
C 0.3390 0.1208 0.5939
C -0.2275 -0.7351 0.1128
C -0.4756 0.3256 0.3599
C 0.2074 -0.4395 0.2087
C 0.1797 0.5328 -0.1440
S 0.2224 -0.3763 0.1785
C 0.3732 0.0375 -0.0230
S -0.0481 -0.3188 -0.2450
N -1.0378 1.0031 -0.0868
C -0.1046 -0.3071 0.0825
C -0.3863 -0.0468 -0.1052
C -0.3770 0.2898 0.1948
C 0.5536 0.5619 0.1168
C 0.5815 -0.0965 0.0395
C -0.1544 -0.3199 -0.1172
C 0.4235 -0.3677 0.3977
C -0.1319 -0.2488 0.3120
C -0.0427 -0.3806 0.1382
C 0.0048 -0.1672 -0.4155
C 0.0064 0.1307 -0.5435
C 0.0064 0.3829 0.2257
C -0.3271 -0.1763 -0.1392
C 0.2341 0.1242 0.2560
C -0.1534 -0.4067 0.0478
C 0.2028 0.1822 -0.4172
N 0.2398 -0.2550 0.2087
C -0.0667 0.2238 -0.1160
C -0.0070 -0.0663 -0.1202
S -0.1980 0.0283 0.2790
C 0.2827 0.0488 -0.0066
C 0.2130 0.3902 0.0437
C -0.3392 0.3683 -0.1344
C -0.3780 -0.1315 -0.2300
C 0.0195 -0.4161 0.0954
C 0.1211 -0.2099 0.2789
N 0.3419 -0.5504 -0.4744
H 0.2463 -0.0381 0.0112
H -0.1599 -0.0591 0.0534
H 0.3145 0.0436 0.1292
H -0.1856 0.1025 -0.2365
H -0.0007 0.0579 -0.2478
H -0.0670 -0.0200 -0.1740
H 0.2003 -0.0585 -0.1768
H 0.0394 -0.0647 -0.3223
H -0.0325 0.1699 -0.1818
H 0.0893 0.1577 0.1670
H -0.0256 -0.2857 0.0356
H -0.1366 0.1182 -0.1283
H 0.3159 -0.0714 -0.0029
H 0.0764 -0.1266 -0.0648
H -0.3079 -0.3910 -0.1133
H -0.1747 0.0084 0.0169
H 0.0654 0.1425 0.0654
H -0.0061 0.1167 -0.1192
H 0.0292 0.1644 -0.0176
H 0.0240 0.1612 0.1200
H 0.0024 -0.0725 0.1698
H 0.0040 -0.1516 -0.0613
H 0.2099 0.0284 -0.0199
H 0.0858 0.0276 -0.2248
H -0.0936 0.1767 -0.0268
H -0.2290 -0.0069 0.1070
H -0.1405 0.1490 0.2696
H 0.1765 -0.1312 -0.0198
H -0.0694 0.0918 0.1370
H -0.1450 0.1367 -0.1649
H -0.0707 -0.1327 -0.0460
H 0.0377 -0.0979 -0.0001
H 0.1560 0.0414 0.0431
H -0.0185 0.1801 -0.0579
H -0.1527 0.4182 0.2817
O -0.0116 0.0111 0.0818
C -0.1120 -0.1182 0.0389
O -0.0681 0.0302 -0.2145
C 0.1887 -0.0976 0.0044
C -0.0999 -0.0923 0.1000
F -0.0467 -0.0198 0.0737
O 0.1851 0.1865 -0.0735
H -0.0735 0.0305 -0.0647
H 0.0577 0.0827 0.1249
H -0.0209 -0.0111 -0.0995
O -0.0337 -0.0251 0.0450
C 0.0378 0.0717 0.1132
O 0.0586 0.0823 -0.0106
C 0.0376 0.0508 -0.0509
C -0.1381 0.0477 0.0378
F -0.0904 0.0102 0.0135
O 0.1483 -0.1831 -0.1166
H 0.0282 -0.0364 0.0809
H -0.0705 -0.0727 -0.1333
H 0.0790 0.0107 0.0728

Its largest force on an atom is 1.4 eV Å⁻¹. Its charge is 0. The HOMO energy is -7.39 eV. Its spin multiplicity is 1. As for the SMILES: C[C@H](I)[C@H](I)c1cc(CCCSC(=S)N(c2ccccc2)c2ccccc2)c(CCCN)c2c1Sc1ccccc1N2.O=C1OC[C@@H](F)O1.O=C1OC[C@@H](F)O1.

4.
ORCA calculation (ωB97M-V/def2-TZVPD) on a gas-phase ion, C2H8F2N2P (charge +1) in a non-equilibrium geometry.

Positions of all 15 atoms, in Å:
C1 0.355376 1.688838 0.701448
C2 0.721522 -1.866708 0.444252
N1 0.182860 1.352457 -0.684625
N2 -0.108519 -1.469650 -0.721451
F1 -2.110962 0.205153 0.437518
F2 -1.485739 0.177475 -2.264577
P1 -0.696442 0.057853 -0.948424
H1 0.770160 0.914479 1.390188
H2 1.056854 2.644904 0.837766
H3 -0.597606 2.211542 0.883768
H4 0.122366 -1.575085 1.410687
H5 0.985026 -2.965580 0.326677
H6 1.678129 -1.280637 0.435791
H7 -0.036441 2.045650 -1.403241
H8 -0.836583 -2.140690 -0.845777

Force components x, y, z for each atom (eV/Å):
C 0.9495 4.5595 1.4392
C 0.7407 0.2667 -0.0369
N 1.7900 -0.7827 -3.0675
N 2.8736 -3.1272 1.0624
F -1.0519 -0.2711 1.1173
F 1.2257 -0.1355 -1.4560
P -4.1008 2.6157 2.1264
H -0.9402 0.5157 -0.8205
H -0.8320 -2.3733 -0.7286
H 0.1628 -1.0060 1.5450
H 0.8750 -0.7890 -1.5388
H -0.6921 1.3574 0.4990
H -0.9229 -0.4184 0.0504
H 0.7623 0.4507 0.4751
H -0.8397 -0.8626 -0.6664

Its largest force on an atom is 5.3 eV Å⁻¹. Its charge is +1. The HOMO energy (alpha / beta) is -10.71 / -15.12 eV. Its spin multiplicity is 3. Its expectation value of S² is 2.009.